(1)
ORCA calculation (ωB97M-V with the def2-TZVPD basis set) on a molecular structure, C5H2O in a non-equilibrium geometry.

```
8
Properties=species:S:1:pos:R:3:forces:R:3
O -1.881479 -1.288905 -0.169416 0.330 0.453 0.253
C -1.597829 -0.183713 0.220831 -0.316 -0.217 -0.077
C -0.344847 0.508504 0.244197 -0.615 1.007 -0.303
C 0.383221 1.466752 -0.167853 -0.466 -0.126 -0.342
C 1.357399 0.531799 -0.719269 0.292 -0.820 1.159
C 1.907290 -0.476802 -0.313468 0.715 0.414 -0.327
H -2.324132 0.552376 0.611282 -0.380 -0.156 0.083
H 2.500375 -1.110012 0.293699 0.441 -0.555 -0.445
```
Positions in Å, forces in eV/Å.

Calculated values
Relative energy (zero: lowest compared OMol25 entry of this formula, charge and spin), kcal per mole: 77.5
Molar mass, Da: 78.07
LUMO, eV: -0.7
Calculated total energy, eV: -7257.1488



(2)
ORCA calculation (ωB97M-V with the def2-TZVPD basis set) on 2 unconnected molecules or ions with the total composition C9H13N2OP in a non-equilibrium geometry.

```
26
Properties=species:S:1:pos:R:3:forces:R:3
C -1.263762 -3.550848 1.116739 1.501 1.265 -0.859
C -0.726457 -3.380482 -0.185561 -1.364 2.136 0.788
C -1.718443 -2.526675 1.922879 -1.492 1.173 -0.150
C -0.807747 -2.090841 -0.717504 0.567 0.175 1.217
C -1.871198 -1.239620 1.323037 1.929 -1.446 0.259
C -1.221658 -1.010367 0.117146 -1.581 -2.917 -0.594
C 1.876413 1.970703 1.275760 1.588 -0.095 0.835
C 1.680043 -0.169641 -2.804655 0.506 -2.440 -1.422
C -1.311414 2.595816 -1.141655 -0.697 -1.349 -1.572
N 0.803800 1.200896 0.668279 -0.968 0.485 -1.483
N 1.035143 0.861933 -2.747890 -2.651 2.933 3.165
O -1.354465 0.206623 -0.459053 0.373 0.331 -0.148
P -0.124611 1.213355 -0.579514 1.658 1.771 -1.618
H -0.987618 -4.428579 1.558048 0.027 -2.552 1.238
H -0.274446 -4.172493 -0.746109 -0.048 -0.415 -0.084
H -2.077496 -2.677621 2.992657 0.594 0.015 -1.675
H -0.467071 -1.858842 -1.714256 0.074 0.044 -0.131
H -2.273522 -0.415342 1.847998 -0.388 0.701 0.520
H 2.846328 2.156130 0.659032 -1.634 -0.880 0.547
H 2.207772 1.293852 2.209967 -0.634 2.132 -1.791
H 2.208854 -0.304101 -3.752491 0.582 -0.100 -0.115
H 1.606360 3.068397 1.519365 -0.020 -1.891 0.188
H 1.599261 -1.100719 -2.246569 0.224 0.085 0.844
H -2.305001 2.043600 -1.000043 1.296 1.273 0.032
H -1.235996 3.507000 -0.570795 0.052 0.123 0.330
H -1.287031 2.854065 -2.260884 0.505 -0.556 1.678
```
Positions in Å, forces in eV/Å.

Calculated values
Relative energy (zero: lowest compared OMol25 entry of this formula, charge and spin), kcal per mole: 72.2
Molar mass, Da: 196.19
LUMO (alpha / beta), eV: 0.3 / 0.3
Calculated total energy, eV: -23856.1674



(3)
ORCA calculation (ωB97M-V with the def2-TZVPD basis set) on a molecular structure, C21H28Br45GaIN2O in a non-equilibrium geometry.

```
99
Properties=species:S:1:pos:R:3:forces:R:3
C -1.700856 5.923496 -5.067201 -0.691 1.302 0.172
C -2.587069 5.225547 -3.985922 0.660 -0.482 -0.399
C -2.398087 3.653757 -3.832775 -0.840 0.994 0.787
I -0.785842 2.791722 -5.004427 -0.337 0.034 0.067
Ga -2.166853 3.218548 -1.810090 -0.537 -1.453 -0.617
C -1.915440 1.183401 -1.643815 0.091 0.443 0.258
N -0.582977 0.941281 -1.016384 -0.028 -0.574 -0.387
C 0.474677 0.615229 -1.987263 0.637 -1.006 0.552
N -0.542310 4.067435 -1.065521 -0.458 -0.559 0.578
C -0.822986 5.163165 -0.670947 0.773 0.638 -1.712
O -0.983209 6.328546 -0.540083 -0.296 0.481 1.065
H -0.660115 6.115399 -4.701426 -0.774 -0.583 -0.414
H -2.140599 6.951314 -5.217830 0.403 -0.785 0.070
H -1.723409 5.441573 -6.070375 0.178 0.075 0.871
H -2.360595 5.685285 -2.990348 -0.254 -0.088 -0.883
H -3.660736 5.421436 -4.221617 0.743 -0.108 0.214
H -3.354762 3.170862 -4.147963 1.008 0.064 -0.105
H -3.495739 3.698603 -1.023792 0.224 0.232 -0.085
H -2.705212 0.792692 -0.955273 0.458 0.151 -0.539
H -1.998892 0.668838 -2.642687 -0.014 0.259 0.871
H -0.635646 0.236087 -0.276780 0.017 0.156 -0.786
H 1.240916 1.421532 -2.117428 -0.691 -0.417 0.109
H 0.099294 0.341234 -3.004420 0.033 0.279 0.679
H 1.008164 -0.305562 -1.599252 -0.353 1.054 -0.481
C 1.448032 1.778233 2.037230 -0.181 0.166 -0.244
Br 1.687102 2.998166 3.518556 -0.001 -0.179 -0.124
Br 3.084566 0.844855 1.609730 -0.148 0.028 0.074
Br -0.022894 0.565503 2.343659 0.251 0.078 0.195
H 1.187041 2.377410 1.167409 -0.068 -0.128 0.043
C -3.951204 -2.670399 -1.220683 0.067 0.063 -0.125
Br -5.582301 -1.668022 -1.501408 0.182 -0.045 0.076
Br -2.625589 -2.276735 -2.564300 -0.183 -0.080 0.206
Br -3.254391 -2.423687 0.566946 -0.003 -0.075 -0.198
H -4.203384 -3.718907 -1.319749 -0.036 0.169 0.034
C -3.205865 -6.348827 0.023978 -0.043 0.108 0.095
Br -3.172768 -6.076508 -1.889069 0.055 -0.228 0.214
Br -5.000628 -6.645348 0.675459 0.227 0.039 -0.097
Br -2.000730 -7.759271 0.568913 -0.108 0.071 -0.131
H -2.849556 -5.431001 0.481866 -0.034 -0.103 -0.056
C -1.264090 10.040860 -4.950146 0.128 -0.233 0.081
Br -3.138040 10.282870 -5.368423 0.123 0.024 0.088
Br -0.323060 11.729392 -4.869422 -0.156 -0.136 0.014
Br -1.019314 9.005167 -3.344252 -0.204 0.323 0.043
H -0.827553 9.472448 -5.765356 -0.040 0.095 0.080
C 3.202903 8.810471 -5.084506 -0.031 -0.104 0.021
Br 3.123011 10.385274 -6.206087 0.028 -0.157 0.102
Br 3.469505 9.265551 -3.225529 -0.067 -0.031 -0.226
Br 1.659863 7.673887 -5.326037 0.298 0.106 -0.081
H 4.069614 8.241196 -5.400539 -0.104 0.091 0.046
C -6.961276 10.367753 -6.706444 0.066 -0.067 0.026
Br -7.061999 8.546277 -6.071859 -0.001 0.258 -0.066
Br -8.390412 10.779274 -7.943533 0.132 -0.040 0.150
Br -6.891511 11.632096 -5.245889 -0.028 -0.160 -0.173
H -6.029865 10.462770 -7.253997 -0.125 0.000 0.059
C -1.284037 -8.824686 4.357753 -0.110 0.040 -0.093
Br -2.358603 -10.368042 4.805914 0.160 0.169 0.003
Br -2.238988 -7.173464 4.648386 0.130 -0.225 0.008
Br 0.414237 -8.844599 5.282315 -0.117 0.002 -0.044
H -1.068945 -8.884258 3.296372 -0.022 0.016 0.135
C 0.925118 -11.904332 7.711214 -0.005 0.012 -0.097
Br 1.177066 -10.665343 9.175868 -0.062 -0.329 -0.291
Br 2.550780 -12.864940 7.294163 -0.269 0.083 0.246
Br -0.556955 -13.103451 8.034612 0.177 0.135 -0.002
H 0.671304 -11.315039 6.835666 0.007 -0.077 0.103
C 3.140304 -2.178937 -3.840674 0.090 0.045 0.002
Br 3.046286 -0.635189 -4.998987 -0.067 -0.177 0.188
Br 3.406217 -1.673496 -1.994265 0.074 -0.134 -0.232
Br 1.606388 -3.336352 -4.054054 0.106 0.155 0.048
H 4.010164 -2.750787 -4.142361 -0.125 0.068 0.039
C -7.577059 -1.569117 2.135373 0.107 0.062 -0.065
Br -5.931710 -0.717280 2.674734 -0.291 -0.072 -0.003
Br -7.625297 -3.430798 2.659023 0.010 0.193 -0.040
Br -9.128620 -0.604613 2.769322 0.170 -0.133 -0.037
H -7.607094 -1.543574 1.051295 0.020 -0.023 0.134
C 5.249155 -12.513711 4.297423 -0.142 -0.049 0.064
Br 3.623386 -11.512602 3.992674 0.279 -0.035 -0.081
Br 6.584635 -12.136493 2.950349 -0.101 -0.002 0.166
Br 5.939642 -12.247883 6.085347 -0.015 0.003 -0.309
H 4.995972 -13.564484 4.208114 0.044 0.132 0.000
C 6.975139 9.885419 -0.292710 -0.022 -0.020 0.050
Br 8.386789 8.627189 -0.694281 -0.196 0.138 0.006
Br 6.637974 11.084055 -1.776024 0.022 -0.146 0.257
Br 5.361769 8.991767 0.295122 0.226 0.177 -0.147
H 7.319122 10.495539 0.535036 -0.060 -0.059 -0.117
C 4.891500 13.448281 1.197862 -0.106 -0.049 -0.097
Br 6.388198 12.766145 2.215944 -0.138 0.092 -0.082
Br 3.332974 13.712804 2.307744 0.242 -0.014 -0.120
Br 5.360837 15.048577 0.221479 -0.034 -0.191 0.151
H 4.635555 12.690913 0.463814 0.059 0.080 0.086
C 4.995015 -13.742102 -0.194400 0.021 0.061 -0.004
Br 6.398927 -15.024794 -0.553625 -0.206 0.170 0.053
Br 4.654363 -12.607257 -1.720791 0.028 -0.177 0.178
Br 3.382545 -14.602507 0.435661 0.196 0.091 -0.068
H 5.344649 -13.099800 0.607617 -0.047 -0.118 -0.124
C 0.612810 -10.548987 13.034514 -0.023 -0.077 -0.049
Br 2.107322 -11.209002 14.067090 -0.178 0.112 -0.113
Br -0.942481 -10.238418 14.138768 0.212 -0.007 -0.122
Br 1.087447 -8.981423 12.009439 -0.036 0.004 0.352
H 0.349280 -11.325098 12.323262 0.043 0.110 0.061
```
Positions in Å, forces in eV/Å.

Calculated values
Net charge: -1
Molar mass, Da: 4116.77
LUMO, eV: 0.5
Calculated total energy, eV: -3239643.6611